Record 1
This record from OMol25 describes a cluster of 9 separate species, C51H86BrIN4O28P in total. The level of theory is the ωB97M-V functional and the def2-TZVPD basis.

Geometry as XYZ:
```
172
C51H86BrIN4O28P | OMol25 | the ωB97M-V functional and the def2-TZVPD basis
C -7.18821 3.56495 -2.53765
C -6.70031 2.28997 -1.88593
N -6.97618 1.96150 -0.69753
C -5.93237 1.31575 -2.76971
C -4.39820 1.29602 -2.78609
Br -3.92132 3.18777 -3.15631
N -4.03979 0.38601 -3.97144
C -3.53045 1.00269 -5.23994
O -4.52886 1.77550 -5.82113
N -5.30327 0.96209 -6.82594
O -5.13083 1.36157 -7.87742
C -3.39415 -0.96963 -3.52077
C -4.46580 -1.97472 -3.98713
C -4.21728 -3.48937 -3.93937
C -3.54846 -4.03582 -2.67685
C -3.53655 -4.04178 -5.19886
C -2.00727 -1.15146 -4.14916
C -0.95295 -1.96848 -3.37628
C 0.20502 -1.12060 -2.82914
I -0.07604 -3.46918 -4.66813
C -3.43398 -0.81049 -2.00751
C -3.60466 0.69686 -1.60042
C -4.32121 0.74038 -0.24280
C -3.65906 -0.02379 0.90864
C -2.82711 0.76601 1.92148
C -3.50125 2.01053 2.45434
O -4.81970 1.66440 2.88578
P -1.81837 1.24316 -1.26938
N -2.04540 2.75977 -0.51921
O -1.23599 1.60789 -2.77074
H -7.06136 3.56659 -3.61503
H -8.25668 3.65582 -2.33913
H -6.69392 4.42789 -2.10117
H -7.54673 2.67812 -0.25049
H -6.26894 0.30573 -2.51342
H -6.25532 1.51899 -3.79195
H -4.96832 0.08263 -4.26783
H -3.23079 0.18297 -5.89427
H -2.66350 1.61796 -5.03164
H -5.33636 -1.76820 -3.35873
H -4.72664 -1.75418 -5.02929
H -5.22604 -3.90754 -3.96427
H -3.93046 -5.04021 -2.49578
H -2.47261 -4.15773 -2.81951
H -3.74597 -3.45425 -1.78001
H -3.77571 -3.45864 -6.08788
H -2.46438 -4.15463 -5.07938
H -3.92815 -5.04294 -5.37555
H -1.56389 -0.17781 -4.34363
H -2.15441 -1.62117 -5.12187
H -1.36011 -2.51192 -2.52912
H 0.39283 -0.24977 -3.44950
H 1.11928 -1.70583 -2.78615
H -0.00999 -0.81993 -1.80570
H -4.24581 -1.38008 -1.56075
H -2.53465 -1.16717 -1.51056
H -5.30189 0.29441 -0.40578
H -4.52371 1.77487 0.02510
H -3.05170 -0.84988 0.54681
H -4.47155 -0.47341 1.47682
H -1.83166 0.99865 1.53844
H -2.65500 0.09645 2.76523
H -3.54585 2.77187 1.67317
H -2.92508 2.40961 3.28908
H -5.40638 2.38228 2.67429
H -1.98290 3.53330 -1.16761
H -1.27547 2.86331 0.13328
H -1.37682 2.52337 -3.02322
C 0.71693 -3.02925 4.09645
C -0.36836 -2.56786 3.16640
C -1.51363 -3.52303 2.88785
O -1.88786 -3.16321 1.53882
C -0.80321 -2.62753 0.94530
O -0.69958 -2.38862 -0.22078
O 0.16500 -2.39458 1.83317
H 1.27719 -3.85304 3.65561
H 1.41117 -2.21441 4.28761
H 0.30648 -3.35317 5.05200
H -0.75287 -1.59982 3.49272
H -2.36420 -3.39164 3.55009
H -1.19722 -4.56809 2.89458
C -4.70862 -8.21223 -8.61696
C -4.59062 -8.69229 -7.19383
C -5.87060 -9.22521 -6.57750
O -5.70416 -8.90005 -5.19051
C -4.86434 -7.84890 -5.10138
O -4.65778 -7.22917 -4.10843
O -4.28965 -7.59909 -6.29907
H -5.34494 -7.32839 -8.66516
H -3.73332 -7.94667 -9.02130
H -5.13840 -8.99421 -9.24270
H -3.78393 -9.42255 -7.09624
H -5.99950 -10.29752 -6.69117
H -6.75492 -8.70646 -6.95461
C 6.46840 -3.29866 3.01928
C 5.65330 -3.78979 4.18797
C 4.43951 -4.62654 3.83215
O 3.52604 -4.32090 4.89893
C 3.84194 -3.09769 5.38180
O 3.14573 -2.46728 6.10914
O 5.02546 -2.68756 4.88385
H 5.89391 -2.58639 2.42708
H 7.37350 -2.79748 3.35751
H 6.75703 -4.13551 2.38372
H 6.28322 -4.31452 4.91030
H 4.63228 -5.69517 3.80847
H 3.99053 -4.31157 2.88683
C 4.31777 0.73372 -0.89676
C 5.23282 -0.31427 -1.47931
C 4.53348 -1.45514 -2.19336
O 5.43570 -2.54737 -1.99218
C 6.14223 -2.30311 -0.86076
O 6.82770 -3.09550 -0.30738
O 5.94331 -1.02719 -0.45094
H 3.73040 0.32486 -0.07467
H 4.88929 1.57584 -0.50817
H 3.63771 1.10623 -1.66401
H 5.97575 0.14793 -2.13514
H 4.39330 -1.27343 -3.25608
H 3.57383 -1.70733 -1.73464
C 4.05401 0.51845 5.68482
C 5.38701 0.62359 6.36779
C 5.34130 1.26595 7.73962
O 6.60976 1.92831 7.82554
C 7.03353 2.18635 6.56313
O 7.94203 2.90194 6.29459
O 6.25818 1.54230 5.66586
H 3.69091 1.51291 5.42986
H 4.12298 -0.05165 4.76093
H 3.33330 0.02462 6.33378
H 5.89009 -0.34490 6.41400
H 5.23473 0.55454 8.55341
H 4.55135 2.01944 7.80838
C 0.64790 5.04768 2.46500
C 0.96332 3.93237 3.42579
C 2.27217 3.21617 3.17569
O 1.98084 1.89066 3.65224
C 0.65545 1.67924 3.54558
O 0.12074 0.62256 3.67783
O 0.01825 2.83952 3.28170
H 0.47875 4.64470 1.46541
H -0.25147 5.58253 2.76872
H 1.48113 5.74887 2.43334
H 0.90908 4.28327 4.45884
H 3.11613 3.61940 3.71391
H 2.51541 3.16434 2.11211
C 3.98434 5.98919 -2.35200
C 3.02381 4.86666 -2.64579
C 1.62871 5.29322 -3.06498
O 0.81329 4.21414 -2.56725
C 1.47245 3.64481 -1.52554
O 0.99759 2.84720 -0.78394
O 2.72872 4.10853 -1.45053
H 3.66295 6.53922 -1.46771
H 4.98506 5.60562 -2.16250
H 4.03348 6.67329 -3.19897
H 3.44820 4.17200 -3.37477
H 1.50300 5.38276 -4.14005
H 1.31808 6.21962 -2.57811
C 6.79188 6.46725 7.13269
C 5.42746 6.58267 6.50379
C 4.48495 5.42908 6.78996
O 3.68598 5.37535 5.59398
C 4.41729 5.90773 4.58496
O 4.14395 5.81111 3.42941
O 5.51247 6.51488 5.06362
H 7.34219 5.63365 6.69422
H 7.37152 7.37427 6.97125
H 6.69715 6.30561 8.20657
H 4.95565 7.53557 6.75601
H 3.84603 5.58517 7.65431
H 5.02037 4.48196 6.89049
```

As for the spin multiplicity: 1. The charge is +1.

Record 2
This record from OMol25 describes a structure of composition C39H36CdClN3Si2 at a distorted geometry. The level of theory is the ωB97M-V functional and the def2-TZVPD basis.

Geometry as XYZ:
```
82
C39H36CdClN3Si2 | OMol25 | the ωB97M-V functional and the def2-TZVPD basis
C 5.25474 -0.25172 2.32464
C 5.06677 0.38072 1.07159
C 4.02728 1.32814 1.20976
H 5.61990 0.17462 0.17021
C 3.56874 1.28527 2.54768
C 4.32747 0.31017 3.23254
H 4.21575 0.03825 4.26875
H 5.97760 -1.01909 2.54769
H 3.65108 1.97896 0.44019
H 2.76153 1.87219 2.95139
Cd 3.15098 -0.73840 1.58622
Si -5.62882 -0.23218 -1.45886
C -5.17678 -0.13559 -3.27267
C -6.08953 -0.50165 -4.26410
H -7.08454 -0.82821 -3.98618
C -5.74625 -0.44764 -5.60786
H -6.46810 -0.73352 -6.36185
C -4.48017 -0.02265 -5.98328
H -4.21093 0.02236 -7.03061
C -3.56089 0.34973 -5.01171
H -2.57357 0.68586 -5.30091
C -3.90754 0.29387 -3.67049
H -3.18382 0.59912 -2.92429
C -5.79188 1.48201 -0.72510
C -5.68832 2.61755 -1.53350
H -5.48523 2.50828 -2.59200
C -5.82778 3.88926 -0.99907
H -5.74318 4.75685 -1.64057
C -6.07311 4.04986 0.35805
H -6.18052 5.04219 0.77629
C -6.17511 2.93469 1.17693
H -6.36055 3.05489 2.23623
C -6.03425 1.66344 0.63821
H -6.10851 0.80206 1.29141
H -4.59766 -0.96442 -0.67412
Si 1.13698 -0.01119 0.33009
C 0.36919 1.58005 1.01210
C 0.23859 2.70903 0.19940
H 0.43288 2.62843 -0.86318
C -0.15506 3.93405 0.72195
H -0.25421 4.79204 0.06860
C -0.43716 4.05622 2.07454
H -0.74760 5.00921 2.48377
C -0.31894 2.94449 2.89957
H -0.54806 3.02772 3.95483
C 0.08389 1.72747 2.37226
H 0.16384 0.87043 3.02867
C 1.34034 0.33673 -1.52718
C 2.54334 0.85408 -2.00981
H 3.36532 1.00822 -1.32048
C 2.71604 1.15948 -3.35376
H 3.65951 1.56084 -3.70300
C 1.67793 0.94628 -4.24883
H 1.80645 1.17885 -5.29838
C 0.47132 0.43283 -3.78955
H -0.34288 0.26462 -4.48327
C 0.30641 0.13683 -2.44474
H -0.63864 -0.26339 -2.10013
H -6.89989 -0.99924 -1.35033
Cl -0.57368 -1.38723 0.33813
N 4.51174 -3.55535 2.57509
C 4.05572 -3.65177 1.23258
C 4.29172 -4.85445 0.54404
C 3.77229 -5.04220 -0.73060
C 3.02804 -4.02947 -1.31771
C 2.83261 -2.83411 -0.62600
N 3.33759 -2.65360 0.63067
C 3.66223 -3.01936 3.58256
C 3.62304 -3.65939 4.82967
C 2.75378 -3.20237 5.81507
C 1.92697 -2.11454 5.55391
C 2.00182 -1.48167 4.31135
N 2.86445 -1.93032 3.35640
H 5.16569 -4.29240 2.88379
H 4.85535 -5.65856 1.00818
H 3.93832 -5.97394 -1.25578
H 2.61360 -4.16327 -2.30890
H 2.28612 -2.05907 -1.12053
H 4.25544 -4.51591 5.03211
H 2.72319 -3.69595 6.77887
H 1.25372 -1.74848 6.31738
H 1.40590 -0.60596 4.12599
```

As for the spin multiplicity: 1.

Record 3
This record from OMol25 describes a cluster of 3 separate species, C15H32BNO11S in total. The level of theory is the ωB97M-V functional and the def2-TZVPD basis.

Geometry as XYZ:
```
61
C15H32BNO11S | OMol25 | the ωB97M-V functional and the def2-TZVPD basis
O 4.10598 -1.54825 0.99085
C 4.59844 -2.41119 0.32111
O 3.99146 -3.14359 -0.59455
C 2.56158 -3.27084 -0.38452
B 1.76936 -2.03582 -0.98847
O 2.24742 -1.45315 -2.15010
O 0.59839 -1.60398 -0.40024
O 5.90752 -2.81308 0.38662
N 6.78329 -1.67212 0.29430
C 7.09125 -1.35137 -0.85468
S 7.47434 -0.82095 -2.25276
H 2.34060 -3.41262 0.67136
H 2.27577 -4.18214 -0.91456
H 2.75036 -0.65913 -1.92239
H 0.79458 -0.92267 0.25886
C -3.46216 3.70966 -2.80602
O -2.57021 3.21000 -3.77356
C -1.25668 3.71647 -3.62542
C -0.23584 2.77445 -4.21926
O 0.04392 1.63775 -3.42232
C -0.91746 0.59272 -3.39589
C -0.94307 -0.25810 -4.64182
O -1.59855 0.40711 -5.70898
C -1.14698 -0.01251 -6.97470
H -3.60872 4.79114 -2.91275
H -4.41687 3.20865 -2.95274
H -3.10532 3.49857 -1.79083
H -1.02547 3.87180 -2.56445
H -1.18443 4.68374 -4.14299
H 0.71034 3.31832 -4.27036
H -0.51762 2.49266 -5.23614
H -1.91259 0.97595 -3.15992
H -0.60137 -0.05276 -2.57331
H -1.48215 -1.18913 -4.41793
H 0.08617 -0.51004 -4.92224
H -0.06618 0.13925 -7.08070
H -1.66108 0.59012 -7.72089
H -1.37503 -1.06997 -7.15402
C -2.83924 -2.18383 6.49711
O -1.77875 -1.36606 6.06193
C -0.61384 -2.10274 5.73792
C 0.25386 -1.35663 4.75195
O -0.21289 -1.39414 3.41153
C -1.34367 -0.59422 3.09553
C -1.06294 0.89023 3.04274
O -0.95264 1.44681 4.33906
C -0.13360 2.59247 4.37702
H -2.60041 -2.68403 7.44309
H -3.70535 -1.54240 6.64674
H -3.08799 -2.94381 5.74692
H -0.88486 -3.07624 5.31146
H -0.03166 -2.27398 6.65434
H 1.21835 -1.86823 4.72176
H 0.42917 -0.33310 5.08712
H -2.18058 -0.81080 3.76175
H -1.63176 -0.89943 2.08662
H -1.89115 1.38297 2.51410
H -0.13862 1.06077 2.47624
H 0.87471 2.37109 4.00749
H -0.06509 2.90913 5.41560
H -0.55782 3.41069 3.78322
```

As for the spin multiplicity: 1.

Number 1: LUMO -3.4 eV. Number 2: LUMO 0.1 eV. Number 3: LUMO -1.0 eV.